Entry 1:
{
  "formula": "C6H35NO12",
  "method": "ωB97M-V with the def2-TZVPD basis set",
  "gap_ev": 9.579,
  "smiles": "CCCCNCC=O.O.O.O.O.O.O.O.O.O.O.O",
  "charge": 0,
  "e_lumo_ev": 0.3,
  "symbols": ["C", "N", "C", "C", "O", "C", "C", "C", "H", "H", "H", "H", "H", "H", "H", "H", "H", "H", "H", "H", "H", "H", "H", "O", "H", "H", "O", "H", "H", "O", "H", "H", "O", "H", "H", "O", "H", "H", "O", "H", "H", "O", "H", "H", "O", "H", "H", "O", "H", "H", "O", "H", "H", "O"],
  "positions_angstrom": [[-1.9652, -0.8550, -2.1064], [-2.6874, -0.5881, -0.8312], [-2.4706, -1.7029, 0.0884], [-1.5377, -1.3478, 1.1924], [-1.6840, -0.2756, 1.7366], [-1.3438, 0.4076, -2.7071], [1.2475, 0.0998, -2.5589], [-0.0262, 0.7074, -1.9495], [-2.7610, -1.2758, -2.7098], [-1.1301, -1.5635, -1.9865], [-2.2758, 0.2325, -0.4124], [-1.9780, -2.5007, -0.4644], [-3.4251, -2.1457, 0.4120], [-0.7254, -1.8851, 1.7008], [-1.2779, 0.1312, -3.7647], [-1.9230, 1.3091, -2.5720], [2.0327, 0.2468, -1.8191], [1.7820, 0.5998, -3.3798], [1.1188, -0.9917, -2.6711], [0.1064, 1.7961, -1.9466], [-0.1042, 0.4323, -0.8840], [-3.9715, 1.7855, 1.7094], [-4.5523, 0.7318, 0.7443], [-4.2170, 1.6289, 0.8110], [0.8127, -3.5225, -0.8750], [0.0777, -2.2920, -0.8552], [0.0852, -3.1089, -0.3740], [2.1893, -3.1296, -1.9872], [1.6694, -2.9889, -3.5121], [1.7449, -3.5731, -2.7527], [2.8137, 2.2654, 1.6904], [1.2573, 2.2822, 1.8149], [2.0449, 1.7721, 1.9972], [-1.5388, 2.4460, 3.8414], [-1.5505, 1.4109, 2.7974], [-1.8178, 2.3358, 2.9347], [0.9956, 4.7845, -0.0625], [-0.3320, 4.1116, -0.4306], [0.5806, 3.9161, -0.1164], [2.1185, 2.9106, -1.1919], [2.1050, 1.7046, -0.2101], [2.7053, 2.3016, -0.6747], [2.2270, -0.0694, 3.5288], [1.9188, -0.7058, 2.1772], [1.8929, -0.9108, 3.1387], [2.3749, -2.6853, 3.5902], [1.7415, -3.8897, 2.7768], [2.5147, -3.5213, 3.1664], [3.5571, -2.3581, 1.7117], [4.3430, -2.1133, 0.4643], [3.6015, -1.7507, 0.9722], [-2.7541, 2.8465, -0.1094], [-1.6606, 3.2405, 0.9206], [-1.9487, 3.3141, -0.0028]]
}

Entry 2:
{
  "formula": "C30H38N7O6SSn",
  "method": "ωB97M-V with the def2-TZVPD basis set",
  "gap_ev": 7.507,
  "charge": 1,
  "e_lumo_ev": -2.6,
  "symbols": ["Sn", "O", "C", "O", "C", "C", "C", "C", "C", "N", "C", "O", "O", "H", "H", "H", "H", "C", "C", "C", "C", "C", "C", "C", "S", "O", "O", "N", "C", "C", "C", "C", "C", "C", "C", "C", "N", "C", "H", "H", "H", "H", "H", "H", "H", "H", "H", "H", "H", "H", "H", "N", "C", "C", "C", "N", "H", "H", "H", "H", "H", "H", "H", "H", "H", "H", "N", "C", "C", "N", "C", "C", "H", "H", "H", "H", "H", "H", "H", "H", "H", "H", "H"],
  "positions_angstrom": [[-1.1613, 0.0508, -0.0879], [4.5108, -1.4803, 2.0951], [3.2792, -1.9720, 1.7306], [3.0924, -2.6381, 0.7486], [2.2151, -1.5340, 2.7146], [2.5261, -0.9825, 3.9256], [1.4608, -0.5447, 4.7292], [0.1511, -0.7503, 4.3111], [-0.0554, -1.3748, 3.0742], [0.9415, -1.7791, 2.3276], [-1.4477, -1.7844, 2.6039], [-1.9195, -2.8229, 3.0694], [-2.0210, -1.0971, 1.6502], [5.1145, -1.9249, 1.5118], [3.5533, -0.9258, 4.2761], [1.7000, -0.1593, 5.6911], [-0.7248, -0.4222, 4.9085], [6.2632, 1.9752, -0.6144], [4.8483, 2.1518, -0.1388], [4.3701, 3.2687, 0.5767], [3.0533, 3.2442, 1.0343], [2.1921, 2.2402, 0.7490], [2.6095, 1.1471, -0.0527], [3.9277, 1.1660, -0.5386], [0.4606, 2.4051, 1.1990], [0.4016, 3.6990, 1.8433], [0.0188, 1.1918, 1.9213], [-0.3275, 2.2956, -0.1613], [-0.2100, 3.1442, -1.2137], [0.5737, 4.2517, -1.3023], [0.6193, 5.0029, -2.4788], [-0.1077, 4.7390, -3.5888], [-0.9948, 3.6720, -3.5474], [-1.9146, 3.3155, -4.5738], [-2.6705, 2.1788, -4.4653], [-2.4976, 1.4113, -3.3140], [-1.7926, 1.7425, -2.2915], [-1.0153, 2.8597, -2.3580], [6.3261, 1.3902, -1.5344], [6.8665, 1.3581, 0.0470], [6.7974, 2.9635, -0.7108], [4.9783, 4.1735, 0.8267], [2.7132, 4.1235, 1.5906], [1.8856, 0.3596, -0.2880], [4.3399, 0.2655, -1.0127], [1.1801, 4.5485, -0.4640], [1.3321, 5.8225, -2.4849], [-0.0325, 5.3239, -4.4701], [-1.8588, 4.0022, -5.4279], [-3.3936, 1.9066, -5.2235], [-3.1080, 0.5425, -3.1390], [-2.8678, 1.4141, 0.5127], [-4.2217, 0.9854, 0.8076], [-5.0092, 0.4186, -0.3468], [-4.8248, -1.0435, -0.6247], [-3.5035, -1.3084, -1.1693], [-2.4977, 1.8145, 1.3654], [-2.7177, 2.0819, -0.2096], [-4.7483, 1.8955, 1.1931], [-4.1437, 0.2442, 1.6337], [-4.7561, 1.0002, -1.2257], [-6.0687, 0.5993, -0.2461], [-5.6157, -1.4543, -1.2663], [-4.8283, -1.6152, 0.3336], [-3.4478, -1.0645, -2.1484], [-3.3238, -2.3022, -1.0984], [1.0267, -4.3568, 0.3311], [0.6072, -3.6942, -0.9406], [-0.7030, -4.2367, -1.5047], [-1.7982, -4.2559, -0.5263], [-1.4130, -5.0509, 0.6268], [-0.1488, -4.5184, 1.3048], [1.7305, -3.7162, 0.7671], [1.4903, -5.2421, 0.1572], [1.3843, -3.6909, -1.6489], [0.4016, -2.6382, -0.6068], [-0.5657, -5.2650, -1.9356], [-1.0410, -3.6030, -2.3495], [-1.9801, -3.2728, -0.3240], [-1.1971, -6.0824, 0.2994], [-2.2274, -5.0139, 1.3517], [0.2882, -5.2169, 2.0351], [-0.3288, -3.5520, 1.7791]]
}

Entry 3:
{
  "formula": "C7H14OSi",
  "method": "ωB97M-V with the def2-TZVPD basis set",
  "gap_ev": 9.409,
  "charge": 0,
  "e_lumo_ev": 0.7,
  "symbols": ["C", "C", "C", "C", "C", "C", "C", "O", "Si", "H", "H", "H", "H", "H", "H", "H", "H", "H", "H", "H", "H", "H", "H"],
  "positions_angstrom": [[2.8229, 0.4666, 0.1274], [-1.4149, 2.2617, 0.1048], [1.5985, 0.2091, 0.5836], [-1.3956, 0.9973, -0.2766], [1.2249, -0.1541, 2.0330], [-2.6597, 0.0714, -0.0456], [-0.0830, -2.3073, -1.0702], [0.4125, 0.3083, -2.2326], [0.2003, -0.0051, -0.6348], [2.8429, 0.7271, -0.8470], [3.6393, 0.5008, 0.8004], [-0.6236, 2.9469, -0.2498], [-2.3340, 2.7089, 0.5140], [0.4178, -0.8540, 2.0614], [1.2163, 0.7838, 2.5202], [2.0683, -0.5235, 2.5307], [-2.8091, -0.5925, -0.9168], [-3.5127, 0.4945, 0.3020], [-2.2469, -0.5902, 0.7535], [0.0094, -2.9348, -0.2399], [-1.1514, -2.2506, -1.2573], [0.5141, -2.5159, -1.9471], [1.2638, 0.2516, -2.6135]]
}

Entry 4:
{
  "formula": "C6CrF18N3O12S6",
  "method": "ωB97M-V with the def2-TZVPD basis set",
  "gap_ev": [5.556, 9.804],
  "spin_multiplicity": 6,
  "charge": -2,
  "e_lumo_ev": [4.7, 4.7],
  "symbols": ["Cr", "C", "F", "F", "F", "S", "O", "O", "N", "S", "O", "O", "C", "F", "F", "F", "C", "F", "F", "F", "S", "O", "O", "N", "S", "O", "O", "C", "F", "F", "F", "C", "F", "F", "F", "S", "O", "O", "N", "S", "O", "O", "C", "F", "F", "F"],
  "positions_angstrom": [[-0.2121, -0.0120, 0.2198], [-2.6190, 2.9796, -1.2425], [-1.8186, 3.4226, -2.1740], [-3.4443, 3.9142, -0.9172], [-3.3596, 2.0166, -1.7939], [-1.6086, 2.4567, 0.3146], [-1.6393, 3.5602, 1.2703], [-2.2201, 1.1938, 0.8117], [-0.0511, 1.9320, -0.3597], [0.7799, 3.2729, -0.2053], [0.3313, 4.4385, -0.9947], [1.0390, 3.6170, 1.2135], [2.5162, 2.7898, -0.9111], [2.8412, 1.6467, -0.4906], [2.4112, 2.7120, -2.2672], [3.4468, 3.6967, -0.5327], [2.7408, 0.9102, 3.1847], [2.7013, 2.0299, 4.0032], [3.0096, 1.3621, 2.0227], [3.6860, 0.1018, 3.6183], [1.0395, 0.0113, 3.2506], [1.0731, -0.7453, 4.5167], [-0.0041, 1.0204, 3.2772], [0.8575, -0.8838, 1.6818], [1.5598, -2.2873, 1.9380], [1.8953, -2.8015, 0.5986], [2.5943, -2.2309, 2.9907], [0.0563, -3.2278, 2.6056], [-0.2884, -2.9087, 3.8625], [-0.9706, -2.8970, 1.8540], [0.3620, -4.5054, 2.5859], [-0.0431, -0.7996, -3.9267], [-1.3717, -0.3922, -3.7976], [0.0850, -1.6466, -4.9747], [0.6050, 0.1929, -4.2369], [0.7278, -1.5977, -2.2595], [1.1527, -2.9857, -2.5972], [1.7350, -0.6348, -1.7980], [-0.6693, -1.4249, -1.1807], [-1.5919, -2.6682, -1.6076], [-1.7163, -2.9640, -3.0195], [-1.3186, -3.8387, -0.8052], [-3.2658, -2.0412, -1.0203], [-4.0497, -3.1029, -1.0973], [-3.2738, -1.6205, 0.2568], [-3.7108, -1.0612, -1.8672]]
}

Entry 5:
{
  "formula": "C2H5FO3",
  "method": "ωB97M-V with the def2-TZVPD basis set",
  "gap_ev": 11.160,
  "charge": 0,
  "e_lumo_ev": 0.5,
  "symbols": ["C", "C", "O", "O", "O", "F", "H", "H", "H", "H", "H"],
  "positions_angstrom": [[-0.8510, -0.1296, 0.6123], [0.5052, -0.4145, 0.0424], [-1.6614, 0.7304, -0.2789], [1.3675, 1.1528, -0.2500], [0.4707, -1.1073, -1.0877], [1.2243, -0.9398, 1.0236], [-1.3866, -1.0296, 0.7128], [-0.7132, 0.3976, 1.5844], [-1.0963, 0.9821, -0.9967], [0.7603, 1.9102, -0.0665], [1.3804, -1.5525, -1.2959]]
}